(1)
{
  "formula": "C18H28N5O2Ru",
  "method": "wB97M-V/def2-TZVPD",
  "species": ["Ru", "C", "C", "N", "C", "C", "N", "C", "C", "C", "N", "C", "C", "N", "C", "H", "H", "H", "H", "H", "H", "H", "H", "H", "H", "H", "H", "H", "H", "H", "H", "H", "H", "H", "H", "H", "H", "H", "H", "O", "C", "N", "C", "O", "C", "C", "C", "C", "C", "C", "H", "H", "H", "H"],
  "positions_angstrom": [[-0.06188, 0.40862, -0.55300], [2.30141, 3.03652, -0.75419], [2.67993, 1.62048, -1.17041], [2.09915, 0.50576, -0.37523], [2.51644, 0.34729, 1.04660], [1.55006, 1.01699, 2.01441], [0.15267, 0.61376, 1.74465], [-0.81835, 1.51678, 2.40103], [-2.30767, 1.29555, 2.05642], [-2.70844, 0.34686, 0.93368], [-2.21091, 0.65419, -0.44661], [-2.61473, 1.94928, -1.05797], [-1.56283, 3.01308, -0.80643], [-0.19739, 2.52684, -1.17204], [0.82664, 3.38726, -0.50930], [2.70258, 3.68061, -1.53796], [2.84490, 3.31677, 0.15049], [3.76961, 1.54401, -1.15122], [2.36822, 1.42964, -2.19935], [2.37163, -0.34228, -0.87011], [3.52475, 0.73918, 1.19391], [2.54698, -0.72436, 1.24789], [1.60798, 2.10181, 1.92164], [1.84301, 0.77205, 3.03828], [-0.00650, -0.35255, 2.05527], [-0.52610, 2.53281, 2.13248], [-0.69352, 1.45067, 3.48445], [-2.77139, 2.27208, 1.90190], [-2.80876, 0.88659, 2.93464], [-3.80008, 0.32284, 0.89984], [-2.36243, -0.66361, 1.15532], [-2.58317, -0.08994, -1.03362], [-3.58084, 2.27903, -0.67042], [-2.73223, 1.78064, -2.12950], [-1.53128, 3.26744, 0.25239], [-1.80547, 3.92684, -1.35150], [-0.08500, 2.59783, -2.18309], [0.60267, 3.33202, 0.55447], [0.65459, 4.42505, -0.80241], [0.50597, -1.29736, -2.43225], [0.24072, -2.10915, -1.52463], [-0.10292, -1.58942, -0.29133], [-0.33386, -2.58926, 0.66265], [-0.60282, -2.34864, 1.83077], [-0.15367, -3.85684, -0.04525], [-0.27166, -5.16892, 0.39653], [-0.03394, -6.16490, -0.51976], [0.32767, -5.86114, -1.89636], [0.45047, -4.56256, -2.34558], [0.21027, -3.55242, -1.42801], [-0.53969, -5.39026, 1.42054], [-0.11164, -7.20359, -0.23029], [0.50103, -6.68665, -2.57290], [0.71983, -4.34334, -3.36956]],
  "e_above_lowest_ev": 0.000,
  "charge": 2,
  "s2": 8.758,
  "spin_multiplicity": 6,
  "gap_ev": [7.3, 6.6]
}

(2)
{
  "formula": "C18H28N7O2STi",
  "method": "wB97M-V/def2-TZVPD",
  "species": ["Ti", "N", "C", "C", "C", "C", "C", "C", "S", "O", "O", "N", "C", "N", "C", "C", "C", "N", "H", "H", "H", "H", "H", "H", "H", "H", "H", "C", "N", "C", "C", "C", "N", "C", "C", "H", "H", "H", "H", "H", "H", "H", "H", "H", "H", "H", "H", "H", "H", "H", "H", "C", "C", "N", "H", "H", "H"],
  "positions_angstrom": [[0.05776, 0.20477, 0.21635], [7.38825, 1.27093, -3.34569], [6.37379, 1.00726, -2.54453], [5.04231, 0.91983, -3.06814], [3.99851, 0.65263, -2.24856], [4.23134, 0.46684, -0.85850], [5.54915, 0.53047, -0.32246], [6.58884, 0.79384, -1.14866], [2.99981, 0.12965, 0.18166], [3.33017, -0.22430, 1.51479], [2.03843, 1.57687, 0.32347], [1.72966, -0.61683, -0.48916], [1.91718, -1.96414, -0.91168], [0.85509, -2.45151, -1.52566], [0.98284, -3.70866, -1.97203], [2.15347, -4.42515, -1.79730], [3.18592, -3.79337, -1.12044], [3.07062, -2.54298, -0.66400], [7.25667, 1.42018, -4.33450], [8.33338, 1.33141, -2.99716], [4.88231, 1.06193, -4.12868], [2.99726, 0.57200, -2.65251], [5.71385, 0.35371, 0.73221], [7.59590, 0.83644, -0.75514], [0.12588, -4.13443, -2.47988], [2.25552, -5.43470, -2.16704], [4.12803, -4.29108, -0.92714], [-1.15395, 2.91453, -0.36848], [-1.14821, 1.50861, -0.87344], [-0.70315, 1.49007, -2.29644], [-2.52259, 0.90425, -0.73031], [-2.66254, 0.13920, 0.58124], [-1.60472, -0.92223, 0.69876], [-1.49325, -1.41736, 2.10834], [-1.95795, -2.08718, -0.16745], [-1.82345, 3.51329, -0.98799], [-0.15172, 3.33567, -0.43293], [-1.49796, 2.93990, 0.66341], [-1.41003, 2.04269, -2.91801], [-0.64671, 0.46201, -2.66167], [0.27436, 1.96616, -2.36981], [-2.70140, 0.25917, -1.58878], [-3.26799, 1.70024, -0.76247], [-3.64685, -0.33342, 0.61401], [-2.58150, 0.80211, 1.44511], [-2.40369, -1.95772, 2.37147], [-1.34937, -0.58508, 2.79239], [-0.65309, -2.10968, 2.17749], [-2.89621, -2.51290, 0.19224], [-1.17217, -2.82949, -0.11478], [-2.07973, -1.78471, -1.20479], [2.05706, 2.77952, 2.46039], [1.42267, 1.80127, 1.57505], [0.35313, 1.12160, 1.74867], [1.41546, 3.01874, 3.30350], [2.33528, 3.67451, 1.89972], [2.98960, 2.33199, 2.82767]],
  "e_above_lowest_ev": 2.262,
  "charge": 3,
  "gap_ev": 6.0
}

(3)
{
  "formula": "C18H28NO2",
  "method": "wB97M-V/def2-TZVPD",
  "species": ["C", "H", "H", "H", "C", "H", "C", "H", "H", "N", "C", "H", "H", "H", "C", "H", "H", "H", "C", "H", "H", "H", "O", "C", "O", "C", "C", "C", "C", "C", "C", "C", "H", "H", "H", "H", "H", "C", "C", "H", "C", "H", "H", "C", "H", "H", "H", "H", "H"],
  "positions_angstrom": [[3.28840, 0.31892, -0.58040], [3.05509, -0.52512, -1.22395], [3.43778, 1.17930, -1.22762], [4.21316, 0.13962, -0.04028], [2.14972, 0.62478, 0.38377], [2.32640, 1.61203, 0.83964], [1.99125, -0.29612, 1.61472], [1.14002, 0.11089, 2.16837], [2.88460, -0.17515, 2.23015], [1.75484, -1.76107, 1.43727], [1.26776, -2.28898, 2.72886], [0.31521, -1.83133, 2.99031], [1.98624, -2.07897, 3.51939], [1.12618, -3.36628, 2.66173], [3.00086, -2.47030, 1.09214], [3.76185, -2.28492, 1.84813], [3.37610, -2.14314, 0.12755], [2.81432, -3.54212, 1.04534], [0.73388, -2.02926, 0.40956], [-0.20180, -1.53336, 0.66561], [1.05665, -1.66266, -0.56143], [0.55043, -3.09989, 0.34017], [0.95094, 0.71693, -0.38145], [-0.06416, 1.43143, 0.16090], [-0.00439, 1.84464, 1.28880], [-1.26156, 1.51198, -0.76507], [-1.87383, 0.12998, -0.62458], [-2.47668, -0.21466, 0.58397], [-3.03386, -1.46916, 0.76287], [-2.98998, -2.40147, -0.26144], [-2.37858, -2.07177, -1.45872], [-1.81514, -0.81850, -1.63781], [-1.34380, -0.58263, -2.57794], [-2.34629, -2.78956, -2.26409], [-3.43702, -3.37442, -0.12883], [-3.51223, -1.71438, 1.69919], [-2.51754, 0.51027, 1.38331], [-2.20834, 2.64556, -0.30633], [-2.02177, 3.79396, -1.30978], [-2.86951, 3.83532, -1.99352], [-0.75574, 3.43809, -2.08738], [0.13178, 3.73269, -1.52331], [-0.71778, 3.91594, -3.06401], [-0.83590, 1.91877, -2.18239], [-1.62225, 1.64395, -2.88584], [0.10041, 1.45709, -2.49010], [-1.94150, 4.75848, -0.81334], [-1.94442, 2.95789, 0.70373], [-3.23980, 2.29671, -0.29586]],
  "e_above_lowest_ev": 0.968,
  "charge": 1,
  "gap_ev": 9.6
}

(4)
{
  "formula": "C18H28NO4P2W",
  "method": "wB97M-V/def2-TZVPD",
  "species": ["W", "P", "C", "C", "N", "C", "C", "C", "C", "C", "P", "H", "H", "H", "H", "H", "H", "H", "H", "O", "H", "H", "O", "H", "C", "H", "H", "H", "C", "H", "H", "H", "C", "H", "H", "H", "C", "H", "H", "H", "O", "C", "O", "C", "C", "C", "C", "C", "C", "H", "H", "H", "H", "H"],
  "positions_angstrom": [[-0.19726, -0.13634, -0.09512], [-1.63203, 1.54031, -1.29935], [-1.40889, 0.84256, -2.98463], [-0.07676, 0.14678, -3.20518], [0.56188, -0.39884, -2.14288], [1.70338, -1.10787, -2.32789], [2.29492, -1.20180, -3.59046], [1.67501, -0.61088, -4.68330], [0.47338, 0.06211, -4.49049], [2.35876, -1.70908, -1.09794], [1.18854, -2.18371, 0.24501], [-0.05385, 0.56644, -5.30235], [3.24389, -1.74462, -3.67628], [2.13283, -0.65153, -5.67782], [2.88771, -2.63686, -1.36467], [3.11118, -1.01373, -0.68337], [-2.25950, 0.15582, -3.15700], [-1.49385, 1.70350, -3.67003], [-3.75428, -3.73213, -1.15709], [-3.96159, -3.39342, -2.04859], [-4.15688, -4.19801, -2.56899], [-1.88928, -4.37597, 2.13993], [-2.39628, -5.11984, 1.75859], [-2.53697, -5.72398, 2.50766], [0.60101, -3.84435, -0.13232], [1.44757, -4.54557, -0.17439], [-0.11742, -4.16360, 0.63730], [0.07912, -3.83949, -1.10079], [2.15644, -2.20072, 1.76569], [1.46670, -2.43769, 2.58799], [2.94935, -2.96086, 1.70322], [2.60083, -1.21210, 1.95679], [-0.77800, 3.13158, -1.26387], [-1.24895, 3.78073, -2.01728], [-0.90134, 3.54999, -0.25455], [0.29640, 3.02936, -1.47151], [-3.39264, 1.84581, -1.12106], [-3.55089, 2.24098, -0.10810], [-3.69710, 2.57959, -1.88265], [-3.94105, 0.89992, -1.24294], [-0.51341, 0.28228, 2.04864], [0.37649, 1.19785, 1.95992], [1.04551, 1.37824, 0.87112], [0.62321, 2.14012, 3.07031], [1.24827, 3.32893, 2.69648], [1.41424, 4.34402, 3.63573], [0.98035, 4.14628, 4.95582], [0.39392, 2.92255, 5.33676], [0.20065, 1.91545, 4.38585], [1.60266, 3.45682, 1.67776], [1.88551, 5.27224, 3.31122], [1.11633, 4.93576, 5.69594], [0.09481, 2.78244, 6.37849], [-0.25264, 0.96454, 4.66665]],
  "e_above_lowest_ev": 0.000,
  "charge": 3,
  "s2": 2.017,
  "spin_multiplicity": 3,
  "gap_ev": [4.0, 4.7]
}